Record 1
Formula: C27H63Br3Cl6O16P4
Source: the Open Molecules 2025 dataset
Level of theory: the ωB97M-V functional and the def2-TZVPD basis

CARTESIAN COORDINATES (ANGSTROEM)
C  -4.567  37.010  -1.443
Br  -4.244  37.131  0.551
Br  -2.885  37.567  -2.333
Br  -6.016  38.262  -2.005
H  -4.879  36.022  -1.781
C  -6.979  33.484  1.761
C  -7.332  34.822  1.082
O  -8.590  35.254  1.571
P  -8.815  36.843  1.929
O  -8.681  37.722  0.725
O  -10.216  36.801  2.745
C  -11.445  36.967  2.062
C  -11.917  38.364  2.364
O  -7.699  37.001  3.063
C  -7.823  37.988  4.035
C  -7.905  37.374  5.391
H  -6.465  33.619  2.714
H  -7.818  32.794  1.847
H  -6.261  32.950  1.140
H  -6.439  35.389  1.346
H  -7.362  34.819  -0.008
H  -11.336  36.804  0.990
H  -12.124  36.207  2.449
H  -12.871  38.662  1.929
H  -11.957  38.548  3.437
H  -11.172  39.034  1.934
H  -7.015  38.715  3.949
H  -8.701  38.607  3.848
H  -8.539  36.489  5.345
H  -6.918  37.133  5.784
H  -8.390  38.002  6.139
C  -6.679  41.248  -4.071
C  -7.990  41.020  -4.847
O  -7.753  39.823  -5.579
P  -8.650  39.567  -6.849
O  -9.288  40.708  -7.540
O  -9.684  38.416  -6.338
C  -10.693  37.901  -7.159
C  -10.267  36.796  -8.146
O  -7.616  38.665  -7.842
C  -6.521  39.244  -8.503
C  -5.303  39.252  -7.548
H  -6.726  42.174  -3.497
H  -6.471  40.437  -3.373
H  -5.794  41.396  -4.690
H  -8.822  40.920  -4.150
H  -8.051  41.919  -5.461
H  -11.503  37.444  -6.590
H  -11.190  38.779  -7.571
H  -9.360  36.998  -8.716
H  -9.924  35.899  -7.629
H  -11.096  36.561  -8.813
H  -6.379  38.534  -9.318
H  -6.634  40.223  -8.970
H  -4.428  39.823  -7.861
H  -5.492  39.758  -6.601
H  -4.912  38.283  -7.240
C  -3.075  44.327  2.248
C  -1.665  44.462  2.950
O  -0.935  43.241  2.905
P  -0.470  42.576  1.481
O  0.369  41.396  1.706
O  0.225  43.828  0.709
C  0.968  43.705  -0.495
C  2.488  43.350  -0.201
O  -1.813  42.252  0.600
C  -2.514  41.040  0.791
C  -3.005  40.573  -0.589
H  -3.610  43.422  2.533
H  -3.627  45.202  2.591
H  -3.108  44.425  1.163
H  -1.115  45.281  2.485
H  -1.868  44.750  3.981
H  0.538  42.911  -1.105
H  0.864  44.628  -1.066
H  2.953  44.106  0.432
H  2.533  42.341  0.209
H  3.065  43.304  -1.125
H  -1.851  40.261  1.165
H  -3.258  41.156  1.580
H  -3.420  39.565  -0.572
H  -3.805  41.256  -0.875
H  -2.168  40.588  -1.287
C  -1.659  34.455  -0.689
C  -1.521  32.943  -0.697
O  -0.193  32.367  -0.767
P  0.637  32.380  -2.149
O  -0.130  32.706  -3.418
O  1.796  33.482  -1.789
C  3.020  33.375  -2.497
C  4.029  32.486  -1.763
O  1.446  30.961  -2.162
C  1.698  30.323  -3.385
C  2.641  29.253  -3.011
H  -0.931  34.911  -0.017
H  -1.519  35.006  -1.619
H  -2.626  34.809  -0.332
H  -1.874  32.575  0.266
H  -2.181  32.473  -1.426
H  2.890  33.169  -3.560
H  3.431  34.383  -2.556
H  3.467  31.767  -1.166
H  4.672  31.946  -2.458
H  4.593  33.084  -1.046
H  0.836  29.838  -3.843
H  2.043  30.999  -4.167
H  3.109  28.985  -3.959
H  3.391  29.503  -2.261
H  2.087  28.414  -2.591
C  -7.078  40.702  0.649
Cl  -8.739  41.181  1.047
Cl  -6.076  40.884  2.119
Cl  -6.359  41.702  -0.654
H  -7.126  39.653  0.355
C  -5.496  31.737  -2.478
Cl  -4.349  31.328  -3.790
Cl  -5.335  33.452  -2.049
Cl  -5.105  30.486  -1.160
H  -6.514  31.613  -2.850

The expectation value of S² is 0.76. The HOMO-LUMO gap (alpha / beta) comes out at 0.264 / 0.090 Ha. As for the spin multiplicity: 2. The value obtained for the electronic energy is -384196.413 eV. The calculation puts the LUMO energy (alpha / beta) at -5.061 / -9.802 eV. Its charge is +1.

=====

Record 2
Formula: C27H63F5N3O12S
Source: the Open Molecules 2025 dataset
Level of theory: the ωB97M-V functional and the def2-TZVPD basis

CARTESIAN COORDINATES (ANGSTROEM)
C  1.509  1.276  -3.119
C  1.820  -0.304  -2.981
C  0.939  -1.135  -4.040
C  3.380  -0.646  -3.035
N  3.893  -0.990  -1.650
C  5.117  -0.265  -1.354
N  5.204  0.457  -0.105
N  6.177  -0.229  -2.167
S  7.661  0.624  -1.868
O  8.220  0.459  -0.502
O  7.469  2.042  -2.299
C  8.919  -0.159  -3.038
F  8.869  -1.549  -2.725
F  8.566  0.069  -4.368
C  10.421  0.299  -2.735
F  11.250  -0.286  -3.717
F  10.560  1.672  -2.864
F  10.912  -0.132  -1.515
H  2.480  1.829  -2.905
H  1.138  1.543  -4.172
H  0.721  1.569  -2.343
H  1.455  -0.624  -1.940
H  -0.159  -0.844  -3.889
H  1.088  -2.258  -3.869
H  1.229  -0.817  -5.097
H  3.640  -1.529  -3.706
H  3.925  0.265  -3.473
H  4.020  -2.007  -1.544
H  5.642  -0.215  0.556
H  4.280  0.735  0.250
H  6.111  -0.746  -3.065
C  -1.405  -0.592  0.365
O  -0.015  -0.504  0.655
C  0.260  0.374  1.744
C  0.507  -0.399  3.033
O  -0.670  -1.072  3.470
C  -0.657  -2.456  3.140
H  -1.565  -1.459  -0.278
H  -2.004  -0.713  1.270
H  -1.731  0.306  -0.172
H  -0.552  1.100  1.872
H  1.167  0.930  1.486
H  0.781  0.310  3.820
H  1.338  -1.104  2.915
H  -0.001  -2.990  3.833
H  -0.326  -2.628  2.112
H  -1.673  -2.840  3.248
C  -4.276  -4.607  5.142
O  -2.887  -4.521  5.431
C  -2.611  -3.639  6.519
C  -2.367  -4.413  7.808
O  -3.544  -5.084  8.246
C  -3.535  -6.468  7.918
H  -4.437  -5.475  4.501
H  -4.875  -4.725  6.048
H  -4.601  -3.710  4.602
H  -3.423  -2.913  6.645
H  -1.704  -3.085  6.261
H  -2.093  -3.703  8.595
H  -1.536  -5.118  7.691
H  -2.880  -7.004  8.610
H  -3.206  -6.641  6.890
H  -4.552  -6.848  8.028
C  2.078  -0.993  10.130
O  1.039  -1.620  9.389
C  0.231  -0.684  8.680
C  0.618  -0.621  7.209
O  1.929  -0.088  7.035
C  2.900  -1.100  6.806
H  2.799  -1.758  10.419
H  2.595  -0.230  9.543
H  1.666  -0.540  11.038
H  0.289  0.308  9.144
H  -0.803  -1.029  8.759
H  -0.071  0.056  6.694
H  0.532  -1.606  6.737
H  2.824  -1.455  5.773
H  2.782  -1.941  7.494
H  3.888  -0.662  6.958
C  -2.089  2.895  -4.744
O  -1.035  3.652  -4.163
C  -0.166  4.217  -5.143
C  -0.481  5.688  -5.380
O  -1.765  5.858  -5.972
C  -2.755  6.239  -5.025
H  -2.848  2.722  -3.981
H  -2.551  3.416  -5.585
H  -1.707  1.924  -5.082
H  -0.217  3.649  -6.080
H  0.854  4.131  -4.756
H  0.252  6.094  -6.085
H  -0.401  6.261  -4.449
H  -2.642  7.300  -4.783
H  -2.694  5.644  -4.109
H  -3.735  6.083  -5.478
C  -7.151  0.884  -8.361
O  -7.601  1.792  -7.365
C  -7.074  1.496  -6.076
C  -5.906  2.411  -5.732
O  -4.787  2.175  -6.583
C  -4.682  3.142  -7.621
H  -7.368  1.314  -9.339
H  -6.076  0.700  -8.290
H  -7.690  -0.066  -8.270
H  -6.779  0.442  -6.010
H  -7.878  1.663  -5.354
H  -5.580  2.194  -4.709
H  -6.208  3.464  -5.769
H  -4.275  4.073  -7.217
H  -5.648  3.337  -8.095
H  -3.996  2.755  -8.376

The HOMO-LUMO gap comes out at 0.187 Ha. The calculation puts the relative energy (zero: lowest compared OMol25 entry of this formula, charge and spin) at 2.0915 eV. The value obtained for the electronic energy is -82466.661 eV. The calculation puts the LUMO energy at -5.361 eV. Its charge is +1.